Here is a structure of composition C12H17BN6OSn from the OMol25 dataset. Energies are from ωB97M-V/def2-TZVPD.

Summary:
* HOMO (spin up / spin down): -0.5515 / -0.5261 Eh
* E_tot: -30197.048 eV
* orbital gap (spin up / spin down): 4.55 / 3.14 eV
* F_max: 6.3 eV Å⁻¹

```
! RIJCOSX wB97M-V def2-TZVPD def2/J DEFGRID3
* xyz 2 1
H -2.34 0.76 2.77
N -1.66 -0.26 1.00
B -1.39 -1.37 -1.27
N -2.29 -0.96 -0.02
C -3.60 -1.04 0.30
Sn -0.07 1.19 0.94
H -4.35 -1.50 -0.32
C -3.81 -0.34 1.49
H -4.73 -0.12 1.99
C -2.58 0.14 1.92
H -2.07 -1.96 -2.05
C 4.34 0.14 0.94
H 4.90 1.06 1.06
H 3.27 0.48 0.81
H 4.65 -0.35 0.01
N -0.25 -2.35 -0.79
N -0.79 -0.11 -2.02
N 0.68 -1.93 0.05
N 0.01 0.77 -1.26
C -0.03 -3.66 -1.13
C -0.79 0.32 -3.29
H -0.67 -4.19 -1.82
H -1.38 -0.16 -4.05
C 1.12 -4.06 -0.46
C -0.02 1.50 -3.38
C 1.53 -2.93 0.28
C 0.49 1.71 -2.11
H 1.61 -5.01 -0.46
H 0.12 2.14 -4.22
H 2.39 -2.83 0.93
H 1.17 2.48 -1.79
H 4.38 -0.46 1.78
C 0.63 3.74 2.72
C -0.23 3.57 1.51
O -0.91 4.32 0.86
H 1.13 2.77 2.97
H 0.05 4.06 3.61
H 1.45 4.45 2.50
*
```

Here is the molecule C7H6 from the OMol25 dataset. Energies are from ωB97M-V/def2-TZVPD.

Summary:
* HOMO (spin up / spin down): -0.2148 / -0.3436 Eh
* E_tot: -7347.877 eV
* energy above the lowest of the compared OMol25 structures with the same formula, charge and spin: 22.4 kcal/mol
* orbital gap (spin up / spin down): 6.98 / 7.10 eV
* F_max: 8.0 eV Å⁻¹
* <S²>: 2.017

```
! RIJCOSX wB97M-V def2-TZVPD def2/J DEFGRID3
* xyz 0 3
C 0.08 1.29 0.09
C 2.38 -1.17 0.04
C -0.68 0.12 0.08
C 1.89 -0.06 -0.05
C -2.14 -0.19 -0.18
C 1.39 1.25 -0.03
C -1.07 -1.17 0.04
H -0.50 2.29 0.18
H 2.79 -2.13 0.28
H -3.00 -0.11 0.54
H -2.53 -0.01 -1.11
H 2.08 2.01 -0.13
H -0.69 -2.11 0.25
*
```

Here is a structure of composition C19H12BF5N8OPtS from the OMol25 dataset. Energies are from ωB97M-V/def2-TZVPD.

Summary:
* HOMO (spin up / spin down): -0.4310 / -0.4225 Eh
* E_tot: -62205.318 eV
* energy above the lowest of the compared OMol25 structures with the same formula, charge and spin: 39.6 kcal/mol
* orbital gap (spin up / spin down): 6.54 / 5.40 eV
* F_max: 2.2 eV Å⁻¹
* <S²>: 0.942

```
! RIJCOSX wB97M-V def2-TZVPD def2/J DEFGRID3
* xyz 1 2
Pt -1.01 -1.11 0.67
C -1.08 -0.13 -3.43
C -1.70 -0.45 -2.23
N -0.76 -0.60 -1.29
N 0.44 -0.37 -1.83
C 0.27 -0.09 -3.13
B 1.76 -0.54 -1.03
N 1.79 -2.04 -0.59
C 2.71 -3.02 -0.70
C 2.22 -4.16 -0.10
C 0.96 -3.80 0.37
N 0.71 -2.53 0.07
N 1.72 0.30 0.29
C 2.62 1.18 0.76
C 2.24 1.56 2.03
C 1.06 0.86 2.27
N 0.77 0.10 1.22
N 2.90 -0.02 -1.89
C 4.04 -0.54 -2.43
C 4.66 0.46 -3.13
C 3.82 1.58 -2.96
N 2.77 1.30 -2.22
H -1.55 0.04 -4.38
H -2.74 -0.59 -2.00
H 1.11 0.11 -3.78
H 3.66 -2.86 -1.18
H 2.71 -5.11 -0.02
H 0.23 -4.39 0.90
H 3.48 1.47 0.19
H 2.74 2.25 2.69
H 0.43 0.86 3.15
H 4.34 -1.56 -2.31
H 5.59 0.40 -3.67
H 3.95 2.58 -3.35
F -6.78 2.38 3.59
C -5.66 2.14 2.96
C -5.46 0.90 2.36
F -6.40 -0.03 2.44
C -4.29 0.66 1.68
F -4.12 -0.53 1.11
C -3.28 1.64 1.58
S -1.86 1.42 0.65
C -3.50 2.87 2.23
F -2.57 3.81 2.21
C -4.67 3.12 2.91
F -4.87 4.28 3.51
O -1.84 -2.08 3.42
C -1.53 -1.72 2.41
*
```